Here is C36H56AsMnN4O3Si as an isolated structure from the OMol25 dataset. Energies are from ωB97M-V/def2-TZVPD.

The value obtained for the orbital gap (spin up / spin down) is 7.0 / 8.6 eV. Its strongest force on any atom is 0.110 eV/Å. Its expectation value of S² is 6.069. As for the energy relative to the best compared isomer or geometry (same formula, charge and spin): 0.000 eV. The total energy comes out at -150372.6854 eV.

```
! wB97M-V def2-TZVPD RIJCOSX def2/J DEFGRID3
* xyz 2 5
Mn -0.043 1.301 -0.208
C -0.704 2.968 2.395
C 0.790 2.632 2.287
N 1.225 2.618 0.876
C 1.236 3.976 0.267
C 0.804 3.916 -1.185
N -0.353 2.992 -1.365
C -1.697 3.560 -1.097
C -1.964 3.729 0.392
N -1.459 2.579 1.175
H -0.846 4.033 2.579
H -1.114 2.445 3.257
H 0.994 1.646 2.700
H 1.374 3.355 2.862
H 2.171 2.249 0.811
H 2.238 4.403 0.325
H 0.582 4.617 0.853
H 1.620 3.509 -1.777
H 0.554 4.911 -1.560
H -0.336 2.700 -2.339
H -2.423 2.867 -1.524
H -1.815 4.517 -1.612
H -3.036 3.869 0.541
H -1.490 4.640 0.752
H -2.232 1.994 1.472
C -0.814 -1.657 -2.258
As -1.610 0.039 -1.803
C -3.375 -0.430 -1.171
C -1.926 0.833 -3.577
C -2.653 -0.099 -4.503
C -4.045 -0.133 -4.523
C -4.715 -1.010 -5.362
C -4.001 -1.862 -6.192
C -2.613 -1.826 -6.187
C -1.944 -0.950 -5.347
H -1.495 -2.226 -2.888
H -0.599 -2.202 -1.342
H 0.109 -1.459 -2.802
H -3.869 -1.047 -1.920
H -3.965 0.468 -0.995
H -3.283 -0.989 -0.241
H -0.942 1.089 -3.977
H -2.489 1.757 -3.434
H -4.612 0.545 -3.894
H -5.797 -1.020 -5.377
H -4.523 -2.541 -6.852
H -2.053 -2.473 -6.849
H -0.860 -0.912 -5.363
O 3.314 1.980 -1.076
C 2.794 0.908 -1.344
O 1.543 0.676 -1.546
C 3.700 -0.330 -1.431
N 2.859 -1.545 -1.097
C 2.971 -2.527 -2.234
C 3.258 -1.627 -3.425
C 4.234 -0.603 -2.845
H 4.489 -0.228 -0.691
H 1.893 -1.183 -1.026
H 3.103 -1.949 -0.193
H 2.056 -3.111 -2.295
H 3.806 -3.190 -2.018
H 2.341 -1.141 -3.763
H 3.676 -2.185 -4.260
H 4.303 0.315 -3.425
H 5.235 -1.031 -2.783
C -0.083 -3.581 3.322
C -0.181 -2.858 1.971
C -1.597 -3.059 1.422
C 0.835 -3.482 1.006
Si 0.209 -1.023 2.208
O 0.107 -0.231 0.760
C -1.009 -0.220 3.385
C -2.333 -0.029 2.969
C -3.263 0.610 3.777
C -2.885 1.072 5.032
C -1.582 0.886 5.470
C -0.656 0.248 4.653
C 1.982 -0.827 2.805
C 2.445 -1.287 4.042
C 3.773 -1.137 4.417
C 4.678 -0.522 3.564
C 4.247 -0.051 2.331
C 2.916 -0.212 1.966
H -0.390 -4.624 3.203
H -0.739 -3.132 4.072
H 0.935 -3.587 3.712
H -1.777 -4.121 1.231
H -1.758 -2.526 0.481
H -2.354 -2.726 2.134
H 0.635 -4.550 0.879
H 1.857 -3.384 1.386
H 0.777 -3.023 0.014
H -2.648 -0.391 1.993
H -4.286 0.731 3.441
H -3.608 1.564 5.670
H -1.286 1.237 6.450
H 0.360 0.130 5.012
H 1.764 -1.765 4.737
H 4.103 -1.499 5.382
H 5.711 -0.401 3.862
H 4.943 0.452 1.670
H 2.579 0.168 1.007
*
```

Here is C36H56Cl2N6O4SScSi as an isolated structure at a distorted geometry from the OMol25 dataset. Energies are from ωB97M-V/def2-TZVPD.

The value obtained for the orbital gap is 7.9 eV. Its strongest force on any atom is 1.096 eV/Å. As for the energy relative to the best compared isomer or geometry (same formula, charge and spin): 0.000 eV. The total energy comes out at -119833.7741 eV.

```
! wB97M-V def2-TZVPD RIJCOSX def2/J DEFGRID3
* xyz 1 1
Sc -0.184 -0.269 -0.100
C 3.886 -0.740 2.411
C 2.618 -1.354 1.831
C 2.047 -2.425 2.762
C 2.919 -2.013 0.488
O 1.626 -0.302 1.584
Si 1.200 0.956 2.646
S -0.505 1.596 1.618
O 2.366 2.052 2.907
C 2.697 3.377 2.431
C 1.655 4.400 2.878
C 4.048 3.698 3.056
C 2.818 3.363 0.910
O 0.956 0.199 4.058
C 0.768 0.651 5.410
C 2.142 0.821 6.048
C -0.019 -0.444 6.129
C -0.015 1.958 5.429
H 4.662 -1.501 2.487
H 3.698 -0.328 3.404
H 4.243 0.065 1.766
H 2.810 -3.176 2.970
H 1.193 -2.919 2.291
H 1.721 -1.982 3.697
H 3.529 -2.902 0.646
H 3.449 -1.337 -0.179
H 1.985 -2.317 0.002
H 1.620 4.456 3.967
H 0.669 4.122 2.514
H 1.912 5.386 2.491
H 3.959 3.781 4.140
H 4.430 4.640 2.662
H 4.761 2.905 2.826
H 1.871 3.046 0.471
H 3.608 2.672 0.605
H 3.060 4.358 0.537
H 2.673 -0.133 6.053
H 2.042 1.171 7.076
H 2.727 1.545 5.480
H 0.421 -1.421 5.923
H -1.061 -0.448 5.800
H -0.003 -0.275 7.206
H 0.575 2.757 4.976
H -0.259 2.236 6.454
H -0.940 1.852 4.859
Cl -2.402 -3.734 -2.952
C -2.315 -3.775 -1.226
C -2.838 -4.903 -0.576
C -2.854 -4.973 0.786
Cl -3.520 -6.365 1.566
C -2.346 -3.902 1.559
C -2.367 -3.849 2.969
C -1.895 -2.733 3.602
C -1.353 -1.685 2.845
N -1.272 -1.719 1.533
C -1.796 -2.793 0.882
C -1.777 -2.700 -0.543
O -1.273 -1.614 -1.101
H -3.238 -5.713 -1.169
H -2.766 -4.684 3.527
H -1.928 -2.650 4.679
H -0.953 -0.805 3.330
C 0.433 0.094 -5.565
N 0.398 -1.354 -5.205
C -0.811 -1.975 -5.796
C 0.515 -1.686 -3.718
C 1.629 -0.927 -3.032
C 2.875 -0.998 -3.664
C 3.938 -0.220 -3.248
C 3.742 0.631 -2.173
C 2.531 0.619 -1.501
C 1.414 -0.169 -1.859
H 0.561 0.182 -6.642
H 1.259 0.580 -5.057
H -0.510 0.560 -5.287
H 1.216 -1.776 -5.641
H -1.690 -1.544 -5.324
H -0.806 -3.047 -5.621
H -0.837 -1.778 -6.866
H 0.702 -2.761 -3.683
H -0.443 -1.506 -3.243
H 3.021 -1.668 -4.511
H 4.893 -0.275 -3.753
H 4.546 1.277 -1.838
H 2.457 1.252 -0.621
C -2.642 2.232 -0.969
N -3.184 3.214 -1.895
C -3.337 2.600 -3.212
N -2.052 2.108 -3.735
C -1.523 1.147 -2.780
N -1.328 1.715 -1.433
C -0.413 2.880 -1.571
N -0.937 3.873 -2.495
C -2.241 4.328 -2.001
C -1.127 3.250 -3.801
H -3.338 1.394 -0.885
H -2.509 2.685 0.013
H -3.742 3.336 -3.908
H -4.035 1.764 -3.137
H -0.543 0.804 -3.110
H -2.209 0.298 -2.706
H 0.551 2.520 -1.938
H -0.285 3.330 -0.586
H -2.643 5.080 -2.681
H -2.108 4.779 -1.016
H -0.158 2.907 -4.174
H -1.534 3.986 -4.495
*
```

Here is C36H56N3OP2Pd as an isolated structure at a distorted geometry from the OMol25 dataset. Energies are from ωB97M-V/def2-TZVPD.

The value obtained for the orbital gap (spin up / spin down) is 7.7 / 3.4 eV. Its strongest force on any atom is 7.925 eV/Å. Its expectation value of S² is 6.051. The total energy comes out at -66786.3478 eV.

```
! wB97M-V def2-TZVPD RIJCOSX def2/J DEFGRID3
* xyz 3 5
C 2.293 -1.170 -1.957
C 1.756 0.921 -2.933
C 3.155 -1.454 -3.013
C 2.378 0.508 -4.149
C 3.117 -0.659 -4.155
H 3.726 -2.382 -2.931
H 2.308 1.193 -4.997
H 3.703 -0.951 -5.022
N 1.597 -0.038 -1.948
P 0.484 -2.234 0.034
P 0.535 2.613 -1.092
C 2.125 -2.205 -0.832
H 2.372 -3.208 -1.231
H 2.856 -2.011 -0.027
C 1.295 2.245 -2.667
H 1.276 2.906 -3.498
C -1.322 3.331 -0.857
C 1.880 3.861 -0.580
C -0.509 -3.489 -1.024
C 0.826 -3.073 1.693
C -2.286 2.325 -0.201
H -1.888 1.881 0.717
H -3.217 2.859 0.050
H -2.537 1.504 -0.881
C -1.355 4.582 0.025
H -1.032 4.349 1.048
H -0.779 5.422 -0.381
H -2.405 4.911 0.091
C -1.879 3.622 -2.241
H -2.827 4.173 -2.157
H -1.208 4.204 -2.879
H -2.101 2.679 -2.745
C 1.735 4.405 0.843
H 1.714 3.590 1.576
H 2.634 5.015 1.019
H 0.867 5.056 0.975
C 3.262 3.184 -0.668
H 3.300 2.302 -0.015
H 3.519 2.890 -1.697
H 4.009 3.905 -0.306
C 1.818 5.020 -1.595
H 2.026 4.677 -2.624
H 0.846 5.537 -1.593
H 2.590 5.762 -1.322
C -0.489 -3.530 2.333
H -0.269 -3.901 3.344
H -1.193 -2.699 2.434
H -0.976 -4.352 1.805
C 1.468 -2.063 2.649
H 2.400 -1.650 2.251
H 0.781 -1.253 2.907
H 1.719 -2.594 3.580
C 1.806 -4.244 1.588
H 2.768 -3.938 1.164
H 1.998 -4.610 2.605
H 1.428 -5.095 1.023
C -0.291 -3.188 -2.511
H 0.725 -3.447 -2.840
H -0.994 -3.800 -3.098
H -0.495 -2.138 -2.733
C -1.992 -3.305 -0.671
H -2.328 -2.299 -0.934
H -2.574 -4.031 -1.260
H -2.195 -3.470 0.393
C -0.119 -4.956 -0.813
H 0.938 -5.144 -1.038
H -0.369 -5.337 0.182
H -0.703 -5.554 -1.529
Pd 0.088 0.195 -0.466
C 0.840 0.788 1.132
O 1.470 1.116 2.057
N -2.216 -0.531 -1.910
C -2.745 -0.688 -2.954
C -2.908 -0.284 -4.385
C -1.950 0.869 -4.608
C -2.517 -1.437 -5.288
C -4.344 0.140 -4.677
H -2.334 1.731 -4.071
H -0.974 0.599 -4.199
H -1.830 1.128 -5.671
H -3.036 -2.375 -5.016
H -2.778 -1.169 -6.323
H -1.440 -1.604 -5.216
H -4.357 0.702 -5.625
H -5.009 -0.725 -4.806
H -4.774 0.794 -3.902
N -1.419 -0.023 2.153
C -1.401 0.035 3.323
C -1.385 0.120 4.747
C -2.545 -0.143 5.487
C -2.512 -0.059 6.882
C -1.321 0.288 7.534
C -0.164 0.549 6.793
C -0.195 0.473 5.401
H -3.466 -0.414 4.967
H -3.414 -0.263 7.461
H -1.292 0.354 8.622
H 0.770 0.813 7.291
H 0.693 0.693 4.805
*
```

Here is C36H57BClN7NbOS as an isolated structure at a distorted geometry from the OMol25 dataset. Energies are from ωB97M-V/def2-TZVPD.

The value obtained for the orbital gap is 6.0 eV. Its strongest force on any atom is 2.229 eV/Å. The total energy comes out at -76317.0856 eV.

```
! wB97M-V def2-TZVPD RIJCOSX def2/J DEFGRID3
* xyz -1 1
C -1.116 -0.185 0.356
C -0.348 -0.640 -0.911
C 1.157 -0.826 -0.703
C 1.718 0.418 -0.017
C 3.210 0.642 -0.283
C 3.960 1.301 0.877
C 3.848 2.836 0.903
Nb 2.227 3.756 2.181
S 3.909 5.559 2.845
Cl 0.409 4.854 3.519
B 2.868 2.674 4.102
C 2.299 1.197 4.302
O 3.682 3.170 5.110
H -1.516 0.804 0.175
H -1.964 -0.842 0.526
H -0.524 -0.201 1.262
H -0.807 -1.543 -1.304
H -0.468 0.161 -1.633
H 1.351 -1.739 -0.150
H 1.613 -0.858 -1.691
H 1.183 1.294 -0.370
H 1.580 0.337 1.054
H 3.649 -0.352 -0.399
H 3.374 1.160 -1.224
H 3.659 0.818 1.802
H 5.011 1.045 0.740
H 3.666 3.164 -0.119
H 4.791 3.300 1.182
H 1.781 4.890 0.812
H 0.982 2.515 1.710
H 3.194 6.530 3.427
H 1.989 1.034 5.334
H 3.078 0.484 4.040
H 1.463 0.990 3.639
H 4.499 3.466 4.681
N 3.450 -3.260 -2.593
C 2.751 -4.405 -2.867
C 2.947 -5.276 -1.829
C 3.795 -4.629 -0.890
C 4.085 -3.387 -1.389
H 3.488 -2.450 -3.184
H 2.177 -4.500 -3.773
H 2.528 -6.265 -1.751
H 4.148 -5.028 0.046
H 4.684 -2.585 -0.993
N -2.524 -4.839 0.948
C -1.468 -3.993 0.738
C -0.751 -4.473 -0.323
C -1.401 -5.651 -0.779
C -2.493 -5.851 0.026
H -3.214 -4.733 1.667
H -1.315 -3.127 1.360
H 0.143 -4.028 -0.730
H -1.101 -6.279 -1.601
H -3.245 -6.621 0.022
N 3.063 -7.098 -5.982
C 2.360 -8.239 -6.261
C 2.553 -9.112 -5.224
C 3.403 -8.469 -4.282
C 3.698 -7.228 -4.777
H 3.106 -6.288 -6.571
H 1.787 -8.331 -7.167
H 2.132 -10.100 -5.147
H 3.755 -8.871 -3.347
H 4.299 -6.430 -4.379
N -5.958 -1.101 -0.523
C -4.843 -1.312 0.241
C -4.932 -0.509 1.347
C -6.153 0.211 1.248
C -6.764 -0.176 0.084
H -6.152 -1.553 -1.396
H -4.083 -2.009 -0.071
H -4.204 -0.443 2.138
H -6.535 0.934 1.950
H -7.695 0.127 -0.364
N 6.499 6.107 0.598
C 6.445 5.883 -0.744
C 7.620 6.328 -1.297
C 8.414 6.839 -0.237
C 7.691 6.684 0.920
H 5.764 5.878 1.257
H 5.578 5.427 -1.191
H 7.878 6.291 -2.343
H 9.399 7.269 -0.312
H 7.924 6.936 1.940
N -9.183 1.535 2.845
C -9.118 2.704 2.138
C -9.425 3.729 2.992
C -9.681 3.156 4.266
C -9.521 1.801 4.143
H -9.005 0.622 2.468
H -8.858 2.707 1.093
H -9.458 4.774 2.734
H -9.948 3.678 5.169
H -9.617 1.008 4.864
N -3.875 4.570 -1.791
C -4.616 3.420 -1.871
C -4.283 2.634 -0.798
C -3.307 3.340 -0.043
C -3.078 4.529 -0.679
H -3.910 5.326 -2.447
H -5.310 3.262 -2.678
H -4.693 1.662 -0.576
H -2.827 3.011 0.864
H -2.419 5.345 -0.437
*
```